22
Properties=species:S:1:pos:R:3:forces:R:3 method="wB97M-V/def2-TZVPD" relative_energy_kj_mol=60.9 charge=+1 fmax_ev_per_a=0.404 gap_ha=0.407
Na 0.502117 0.363181 -0.011054 0.19 0.11 0.05
O -0.998736 -0.876746 1.674229 0.01 0.14 0.04
H -0.828300 -1.004166 2.616261 -0.04 -0.02 -0.14
H -1.951379 -1.001307 1.575876 0.16 -0.08 -0.06
O 0.113273 1.907018 -2.118428 -0.05 -0.11 0.22
H 0.139980 2.870801 -2.056344 0.05 -0.15 0.03
H -0.757988 1.706708 -2.474056 0.13 0.10 -0.21
O -1.679639 -0.632391 -1.296738 0.01 0.17 -0.12
H -1.849012 -1.163233 -2.089685 0.10 0.10 0.13
H -2.127685 0.205750 -1.461005 -0.13 -0.18 0.02
O 1.948995 1.341023 1.854381 -0.24 -0.23 -0.02
H 1.692601 0.620950 2.444388 0.26 0.13 0.06
H 1.855537 2.140562 2.385764 0.03 -0.08 -0.09
O -0.755140 2.334467 0.809616 -0.39 -0.09 -0.01
H -0.804913 3.169754 1.290433 0.10 -0.09 -0.07
H -1.656851 1.988876 0.836903 0.09 0.15 0.13
O 0.252220 -2.938609 -1.272152 -0.31 -0.08 0.00
H -0.376970 -2.314898 -0.885668 0.14 -0.21 0.06
H -0.232938 -3.771220 -1.342262 0.11 0.11 0.00
O 2.315684 -1.334636 -0.017680 0.03 0.30 0.03
H 2.850173 -1.389540 -0.819506 -0.07 -0.02 0.09
H 2.348978 -2.222352 0.356716 -0.17 0.03 -0.13



20
Properties=species:S:1:pos:R:3:forces:R:3 method="wB97M-V/def2-TZVPD" relative_energy_kj_mol=495.7 charge=+1 fmax_ev_per_a=4.361 gap_ha="0.389 / 0.161"
C 1.576377 2.013055 -0.668141 0.54 2.39 0.82
C 0.966219 0.837934 -0.798199 0.93 -1.14 0.54
C -2.697476 0.393911 0.479502 -0.06 -0.52 1.05
C -1.069074 -1.451802 -0.844028 0.39 -3.92 0.76
C 0.970850 0.163729 1.593787 3.97 0.53 -0.60
C 0.340776 -1.382262 -0.271948 -2.00 0.69 0.43
N 0.705206 -0.050510 0.234351 -1.25 -1.27 -3.98
O -2.404958 1.427851 0.046936 -0.52 0.41 -0.12
H 1.604160 2.510894 0.324913 0.42 -0.09 -1.02
H 2.020504 2.481829 -1.588114 -0.68 -0.25 1.31
H 1.020442 0.545397 -1.842796 -0.87 -1.21 0.36
H -3.599102 -0.091585 0.989206 0.27 0.86 -0.54
H -1.771992 -1.252163 -0.094371 -0.80 0.30 1.00
H -1.075037 -0.737642 -1.549058 -0.82 2.35 -2.91
H -1.378493 -2.491063 -1.248503 1.06 1.66 0.35
H 0.446746 -0.303674 2.360995 -1.20 -1.31 0.62
H 2.101052 0.040059 1.716677 -1.20 -0.56 0.18
H 0.948352 1.181693 1.711192 -0.63 2.64 0.81
H 0.919923 -1.769744 -1.038553 1.97 0.02 -1.43
H 0.375520 -2.065914 0.486143 0.48 -1.55 2.35



12
Properties=species:S:1:pos:R:3:forces:R:3 method="wB97M-V/def2-TZVPD" relative_energy_kj_mol=0.0 smiles="CN(S)C(N)=S" fmax_ev_per_a=2.117 gap_ha=0.320
C 0.971258 -0.720699 1.200888 0.44 -0.64 0.05
N 0.205136 -0.412344 0.004411 -0.72 0.10 -0.78
S -0.796424 -1.620413 -0.700529 0.27 0.14 0.63
C 0.059777 0.906711 -0.397181 0.09 -0.35 0.56
N -0.742431 1.117857 -1.449035 -0.51 1.93 -0.70
S 0.817248 2.145104 0.428154 -0.12 -0.09 -0.23
H 1.021040 -1.826820 1.277622 -0.10 0.76 0.12
H 0.516713 -0.258640 2.088035 0.13 -0.25 -0.18
H 1.989632 -0.329688 1.080887 -0.29 -0.08 0.15
H -1.884430 -1.496299 0.110333 0.25 0.01 -0.19
H -0.944299 2.113455 -1.691041 0.45 -1.58 0.36
H -1.213219 0.381776 -1.952545 0.11 0.05 0.20



56
Properties=species:S:1:pos:R:3:forces:R:3 method="wB97M-V/def2-TZVPD" relative_energy_kj_mol=377.4 smiles=OB(O)Cc1ccc2ncc(Cl)nc2c1.c1ccncc1.c1ccncc1.c1ccncc1 fmax_ev_per_a=6.093 gap_ha=0.277
O 3.961619 -4.809631 0.822163 0.35 2.00 -1.72
B 4.735964 -3.604175 0.540666 1.19 -1.25 -0.57
O 5.976586 -3.822806 -0.193678 -2.72 -0.22 1.24
C 4.247507 -2.087732 0.964176 -0.92 0.02 -1.53
C 2.665820 -1.972704 0.603971 -3.38 -0.56 0.68
C 2.112963 -1.086308 -0.568209 -3.59 -2.28 2.01
C 0.566292 -1.106836 -0.829641 2.85 -0.91 1.50
C -0.450000 -1.953792 0.013500 1.22 0.14 0.04
N -1.842441 -1.917297 -0.353112 0.71 -3.23 4.09
C -2.642459 -2.746781 0.485369 2.44 0.68 -0.08
C -2.059613 -3.550246 1.684437 1.93 0.56 -0.48
Cl -3.248769 -4.557657 2.676171 1.58 1.41 -1.36
N -0.696921 -3.616163 2.091440 -3.65 2.48 -4.20
C 0.085996 -2.803990 1.193908 2.27 0.85 -0.48
C 1.652174 -2.777500 1.450814 -0.01 1.74 -2.31
H 3.312371 -4.849043 0.070615 0.47 -0.19 1.22
H 5.975969 -4.774807 -0.461038 0.13 1.04 0.44
H 4.794614 -1.375083 0.236590 -0.73 -0.90 1.50
H 4.462850 -1.836720 2.058476 -0.38 -0.27 -1.58
H 2.831539 -0.465094 -1.198831 -1.32 -0.95 0.92
H 0.201536 -0.465429 -1.705810 0.30 -1.13 1.56
H -3.765458 -2.806792 0.250496 2.03 0.08 0.52
H 2.067056 -3.414244 2.306144 -0.83 1.01 -1.41
C 0.886409 4.791041 -0.616141 0.05 0.02 0.08
C 0.363057 4.663440 -1.894825 0.00 0.01 0.06
C -0.268321 3.477186 -2.229003 -0.09 -0.40 0.40
N -0.402303 2.436079 -1.387235 0.52 0.86 0.29
C 0.115955 2.586818 -0.154653 -0.30 -0.44 -0.58
C 0.761878 3.734986 0.274674 0.03 0.18 -0.15
H 1.387119 5.705645 -0.316663 -0.02 -0.06 -0.03
H 0.443634 5.467774 -2.615549 -0.02 -0.06 0.02
H -0.695788 3.332022 -3.216149 0.05 0.15 -0.02
H -0.002799 1.734033 0.503713 0.04 0.16 -0.01
H 1.158006 3.801325 1.280197 -0.07 -0.08 -0.04
C -1.416160 1.997797 5.505360 -0.01 -0.02 0.07
C -1.334862 3.265665 4.947023 -0.01 -0.13 0.04
C -1.047533 3.369334 3.595633 0.11 -0.39 -0.45
N -0.838789 2.313151 2.792491 -0.16 -0.09 0.87
C -0.921640 1.097777 3.358867 0.06 0.45 -0.40
C -1.206783 0.888520 4.698390 -0.03 0.12 0.09
H -1.640344 1.875326 6.559558 0.02 0.01 -0.07
H -1.491559 4.153052 5.547728 0.01 -0.03 -0.06
H -0.976507 4.338727 3.112123 -0.01 0.01 0.05
H -0.746425 0.262001 2.687689 -0.01 -0.04 0.05
H -1.263114 -0.115359 5.100795 0.01 0.04 -0.06
C -3.490430 -0.494521 -4.334463 -0.07 0.01 0.04
C -2.837992 0.442882 -3.546829 -0.11 -0.14 -0.13
C -1.498694 0.693179 -3.799339 0.52 -0.06 -0.44
N -0.791438 0.076852 -4.762459 -0.68 -0.20 0.05
C -1.447153 -0.827220 -5.508816 0.41 0.33 0.25
C -2.784769 -1.144677 -5.337597 -0.05 0.07 0.10
H -4.539117 -0.717027 -4.168316 0.07 0.01 -0.01
H -3.357478 0.967804 -2.754699 0.09 -0.02 -0.01
H -0.946083 1.419833 -3.211829 -0.25 -0.41 -0.05
H -0.852166 -1.311102 -6.277151 -0.07 -0.02 0.00
H -3.263004 -1.881515 -5.971141 0.05 0.03 0.02



Please write out number 1 again, unchanged.
22
Properties=species:S:1:pos:R:3:forces:R:3 method="wB97M-V/def2-TZVPD" relative_energy_kj_mol=60.9 charge=+1 fmax_ev_per_a=0.404 gap_ha=0.407
Na 0.502117 0.363181 -0.011054 0.19 0.11 0.05
O -0.998736 -0.876746 1.674229 0.01 0.14 0.04
H -0.828300 -1.004166 2.616261 -0.04 -0.02 -0.14
H -1.951379 -1.001307 1.575876 0.16 -0.08 -0.06
O 0.113273 1.907018 -2.118428 -0.05 -0.11 0.22
H 0.139980 2.870801 -2.056344 0.05 -0.15 0.03
H -0.757988 1.706708 -2.474056 0.13 0.10 -0.21
O -1.679639 -0.632391 -1.296738 0.01 0.17 -0.12
H -1.849012 -1.163233 -2.089685 0.10 0.10 0.13
H -2.127685 0.205750 -1.461005 -0.13 -0.18 0.02
O 1.948995 1.341023 1.854381 -0.24 -0.23 -0.02
H 1.692601 0.620950 2.444388 0.26 0.13 0.06
H 1.855537 2.140562 2.385764 0.03 -0.08 -0.09
O -0.755140 2.334467 0.809616 -0.39 -0.09 -0.01
H -0.804913 3.169754 1.290433 0.10 -0.09 -0.07
H -1.656851 1.988876 0.836903 0.09 0.15 0.13
O 0.252220 -2.938609 -1.272152 -0.31 -0.08 0.00
H -0.376970 -2.314898 -0.885668 0.14 -0.21 0.06
H -0.232938 -3.771220 -1.342262 0.11 0.11 0.00
O 2.315684 -1.334636 -0.017680 0.03 0.30 0.03
H 2.850173 -1.389540 -0.819506 -0.07 -0.02 0.09
H 2.348978 -2.222352 0.356716 -0.17 0.03 -0.13



Please write out number 1 again, unchanged.
22
Properties=species:S:1:pos:R:3:forces:R:3 method="wB97M-V/def2-TZVPD" relative_energy_kj_mol=60.9 charge=+1 fmax_ev_per_a=0.404 gap_ha=0.407
Na 0.502117 0.363181 -0.011054 0.19 0.11 0.05
O -0.998736 -0.876746 1.674229 0.01 0.14 0.04
H -0.828300 -1.004166 2.616261 -0.04 -0.02 -0.14
H -1.951379 -1.001307 1.575876 0.16 -0.08 -0.06
O 0.113273 1.907018 -2.118428 -0.05 -0.11 0.22
H 0.139980 2.870801 -2.056344 0.05 -0.15 0.03
H -0.757988 1.706708 -2.474056 0.13 0.10 -0.21
O -1.679639 -0.632391 -1.296738 0.01 0.17 -0.12
H -1.849012 -1.163233 -2.089685 0.10 0.10 0.13
H -2.127685 0.205750 -1.461005 -0.13 -0.18 0.02
O 1.948995 1.341023 1.854381 -0.24 -0.23 -0.02
H 1.692601 0.620950 2.444388 0.26 0.13 0.06
H 1.855537 2.140562 2.385764 0.03 -0.08 -0.09
O -0.755140 2.334467 0.809616 -0.39 -0.09 -0.01
H -0.804913 3.169754 1.290433 0.10 -0.09 -0.07
H -1.656851 1.988876 0.836903 0.09 0.15 0.13
O 0.252220 -2.938609 -1.272152 -0.31 -0.08 0.00
H -0.376970 -2.314898 -0.885668 0.14 -0.21 0.06
H -0.232938 -3.771220 -1.342262 0.11 0.11 0.00
O 2.315684 -1.334636 -0.017680 0.03 0.30 0.03
H 2.850173 -1.389540 -0.819506 -0.07 -0.02 0.09
H 2.348978 -2.222352 0.356716 -0.17 0.03 -0.13